1.
The following is a DFT calculation (the ωB97M-V functional and the def2-TZVPD basis) of a 12-piece molecular cluster, H24O12 overall.

CARTESIAN COORDINATES (ANGSTROEM)
O -0.58 -0.80 -0.46
H 0.10 -1.39 -0.29
H -0.28 -0.44 -1.31
O -1.61 0.00 2.07
H -1.02 -0.19 2.86
H -1.08 0.73 1.73
O -0.62 -2.56 -3.21
H 0.12 -2.23 -3.73
H -0.43 -3.29 -2.66
O 3.11 -0.14 0.92
H 2.73 0.47 1.59
H 3.82 0.38 0.59
O 2.53 -4.68 1.49
H 2.48 -4.93 2.43
H 2.75 -5.50 0.95
O -1.95 2.96 -1.07
H -1.89 3.10 -2.01
H -1.33 3.55 -0.68
O 1.66 2.80 1.40
H 1.00 2.91 0.69
H 1.11 2.76 2.19
O -1.68 -1.60 1.10
H -1.21 -2.01 0.40
H -2.14 -2.28 1.71
O -3.60 1.86 1.32
H -4.22 2.56 1.61
H -2.77 2.16 1.88
O 1.30 -1.27 0.91
H 1.27 -0.34 1.21
H 1.62 -1.70 1.69
O -1.44 0.74 -3.81
H -1.01 1.22 -4.47
H -2.30 1.24 -3.92
O 1.83 1.87 -1.40
H 1.24 2.42 -0.89
H 2.49 1.62 -0.84

- E_tot: -916.9975 Ha
- E_LUMO: -0.009 Eh
- HOMO: -7.7 eV
- Strongest force on any atom: 7.86 eV Å⁻¹
- Gap between HOMO and LUMO: 7.5 eV
- Energy above the lowest of the compared OMol25 structures with the same formula, charge and spin: 8.922 eV

=====

2.
The following is a DFT calculation (the ωB97M-V functional and the def2-TZVPD basis) of a 2-piece molecular cluster, C6H14O overall.

CARTESIAN COORDINATES (ANGSTROEM)
C -0.26 -2.12 2.03
C -0.73 -1.24 1.14
C 0.02 -0.84 -0.10
C -0.22 0.57 -0.63
C 0.45 0.79 -1.99
C 0.18 2.17 -2.57
H -0.84 -2.47 2.88
H 0.75 -2.52 1.96
H -1.76 -0.87 1.25
H 1.10 -0.99 0.06
H -0.28 -1.56 -0.87
H 0.16 1.32 0.09
H -1.30 0.75 -0.72
H 0.08 0.02 -2.69
H 1.53 0.63 -1.90
H 0.66 2.30 -3.55
H 0.55 2.96 -1.91
H -0.90 2.33 -2.71
O 0.66 -0.38 3.46
H 0.14 -0.26 2.64
H -0.01 -0.58 4.12

- E_tot: -312.2041 Ha
- E_LUMO: 0.038 Eh
- HOMO: -9.3 eV
- Strongest force on any atom: 1.01 eV Å⁻¹
- Gap between HOMO and LUMO: 10.3 eV
- Energy above the lowest of the compared OMol25 structures with the same formula, charge and spin: 1.385 eV

=====

3.
The following is a DFT calculation (the ωB97M-V functional and the def2-TZVPD basis) of C22H21O3PSe2Sr as an isolated structure.

CARTESIAN COORDINATES (ANGSTROEM)
Sr 2.55 -1.17 0.66
C -1.93 3.07 -2.60
C -1.23 3.01 -1.27
C 0.02 3.58 -1.09
C 0.69 3.48 0.12
C 0.10 2.82 1.19
C -1.16 2.26 1.03
C -1.82 2.36 -0.19
H -2.44 2.12 -2.80
H -1.23 3.26 -3.41
H -2.69 3.86 -2.61
H 0.50 4.07 -1.93
H 1.68 3.91 0.23
H 0.63 2.71 2.13
H -1.62 1.73 1.85
H -2.80 1.90 -0.31
Se 1.69 -0.40 3.42
P -0.31 -0.78 -0.17
Se 1.03 0.02 -1.74
C 0.22 -2.58 -0.10
C 0.98 -3.20 -1.09
C 1.56 -4.44 -0.87
C 1.38 -5.10 0.35
C 0.60 -4.51 1.33
C 0.03 -3.26 1.11
C -2.04 -1.01 -0.73
C -3.02 -1.17 0.24
C -4.35 -1.32 -0.13
C -4.71 -1.30 -1.47
C -3.73 -1.13 -2.44
C -2.40 -0.99 -2.08
H 1.13 -2.68 -2.03
H 2.16 -4.91 -1.65
H 1.85 -6.06 0.52
H 0.44 -5.01 2.28
H -0.53 -2.78 1.90
H -2.75 -1.15 1.29
H -5.11 -1.45 0.63
H -5.75 -1.41 -1.76
H -4.01 -1.10 -3.49
H -1.63 -0.84 -2.83
C 4.48 2.60 3.12
O 3.64 1.53 3.62
C 2.92 0.86 2.72
O 3.07 1.05 1.51
H 5.48 2.20 2.93
H 4.52 3.34 3.91
H 4.07 3.01 2.20
O 4.64 0.01 -0.79
C 5.19 1.00 -0.70

- E_tot: -6251.6701 Ha
- E_LUMO: -0.020 Eh
- HOMO: -6.9 eV
- Strongest force on any atom: 0.71 eV Å⁻¹
- Gap between HOMO and LUMO: 6.4 eV
- Energy above the lowest of the compared OMol25 structures with the same formula, charge and spin: 0.511 eV

=====

4.
The following is a DFT calculation (the ωB97M-V functional and the def2-TZVPD basis) of a 2-piece molecular cluster, C3H13N2O overall.

CARTESIAN COORDINATES (ANGSTROEM)
C -0.60 0.02 -1.06
C 0.90 -0.23 -0.75
C 1.65 1.03 -0.38
N 1.23 1.50 1.01
N -1.33 0.40 0.22
H -0.89 0.80 -1.77
H -0.95 -0.95 -1.40
H 0.85 -1.00 0.02
H 1.42 -0.75 -1.55
H 1.55 1.84 -1.10
H 2.70 0.74 -0.28
H 1.62 0.72 1.54
H 1.84 2.26 1.25
H -2.02 1.12 0.05
H -0.57 0.87 0.82
H -1.89 -0.34 0.68
H -1.38 -3.20 0.60
H -2.52 -2.50 1.21
O -1.63 -2.32 0.90

- E_tot: -306.6128 Ha
- E_LUMO: -0.108 Eh
- HOMO: -14.2 eV
- Strongest force on any atom: 1.81 eV Å⁻¹
- Gap between HOMO and LUMO: 11.2 eV
- Energy above the lowest of the compared OMol25 structures with the same formula, charge and spin: 0.622 eV
- Net charge: +1